[1]
A single C20H14O4 molecule at a distorted geometry. Source: the OMol25 dataset; level of theory: ωB97M-V with the def2-TZVPD basis set.

Last column: natural (NBO) charge in e.
Atoms and positions in Å:
O: 2.343 -0.033 1.024  -0.70
O: 2.317 -1.949 -0.201  -0.52
O: -0.687 -2.496 2.292  -0.71
O: 0.135 -2.387 -0.482  -0.52
C: -1.624 2.303 3.522  -0.20
C: -1.709 1.073 4.255  -0.21
C: -1.300 2.369 2.153  -0.23
C: -1.409 -0.103 3.569  -0.19
C: 1.273 -0.294 -4.423  -0.20
C: -0.910 2.188 -0.813  -0.19
C: 1.409 -1.379 -3.549  -0.21
C: -1.052 1.163 1.474  0.05
C: -0.648 1.123 0.049  -0.10
C: -1.123 -0.078 2.194  -0.06
C: 0.680 0.916 -3.992  -0.21
C: -0.484 2.151 -2.140  -0.19
C: 1.075 -1.241 -2.188  -0.03
C: -0.025 0.001 -0.460  0.08
C: 0.206 1.007 -2.670  0.02
C: 0.419 -0.062 -1.808  -0.12
C: 1.348 -2.343 -1.179  0.36
C: 1.657 -1.277 0.855  0.35
C: -0.907 -1.369 1.426  0.08
C: 0.176 -1.232 0.391  0.15
H: 2.440 0.397 0.184  0.48
H: -0.765 -3.256 1.734  0.48
H: -1.723 3.237 4.082  0.21
H: -1.899 1.046 5.334  0.22
H: -1.283 3.341 1.657  0.22
H: -1.320 -1.025 4.112  0.23
H: 1.639 -0.381 -5.435  0.22
H: -1.506 3.036 -0.465  0.22
H: 1.866 -2.309 -3.901  0.21
H: 0.598 1.679 -4.733  0.22
H: -0.736 2.935 -2.832  0.21
H: 1.578 -3.305 -1.625  0.19
H: 1.742 -1.867 1.774  0.19
H: -1.789 -1.580 0.819  0.19

As for the energy: -29157.2884 eV. For the relative energy (zero: lowest compared OMol25 entry of this formula, charge and spin), the calculation gives 0.000 eV. The SMILES is O[C@@H]1O[C@H]2O[C@]13c1c(ccc4cccc2c14)-c1ccccc1[C@@H]3O. The orbital gap is 8.0 eV.



[2]
A molecular structure, C26H26LiN9O3S2 at a distorted geometry. Source: the OMol25 dataset; level of theory: ωB97M-V with the def2-TZVPD basis set.

Last column: natural (NBO) charge in e.
Atoms and positions in Å:
Li: 0.020 0.449 0.378  0.82
N: -2.938 1.023 -3.248  -0.59
C: -1.837 1.010 -2.450  0.32
N: -1.828 0.704 -1.211  -0.52
C: -3.015 0.258 -0.614  0.36
N: -3.050 -0.244 0.563  -0.30
N: -1.926 -0.530 1.210  -0.24
C: -1.717 -0.223 2.418  0.08
C: -0.451 -0.665 3.018  0.15
C: -0.313 -0.826 4.392  -0.24
C: 0.892 -1.298 4.888  -0.16
C: 1.913 -1.591 4.002  -0.25
C: 1.696 -1.378 2.645  0.08
N: 0.550 -0.919 2.163  -0.45
C: -4.267 0.361 -1.376  -0.14
C: -5.515 0.087 -0.823  -0.14
C: -6.660 0.179 -1.591  -0.23
C: -6.573 0.542 -2.931  -0.18
C: -5.344 0.823 -3.498  -0.27
C: -4.194 0.736 -2.722  0.24
H: -2.858 1.243 -4.225  0.41
H: -0.904 1.293 -2.931  0.20
H: -2.401 0.397 3.001  0.18
H: -1.145 -0.602 5.047  0.22
H: 1.029 -1.435 5.953  0.22
H: 2.866 -1.966 4.350  0.22
H: 2.484 -1.561 1.926  0.23
H: -5.555 -0.200 0.219  0.24
H: -7.625 -0.031 -1.148  0.22
H: -7.469 0.609 -3.535  0.22
H: -5.267 1.106 -4.542  0.21
N: 5.752 3.960 -4.099  -0.80
C: 5.101 3.284 -3.076  0.18
C: 5.149 1.889 -2.991  -0.26
C: 4.439 1.222 -2.011  -0.16
C: 3.683 1.938 -1.094  -0.39
C: 3.647 3.322 -1.149  -0.11
C: 4.344 3.991 -2.138  -0.30
S: 2.732 1.051 0.123  2.34
O: 2.076 2.088 0.902  -1.02
O: 3.620 0.215 0.885  -0.96
N: 1.597 0.283 -0.698  -1.03
C: 1.671 -1.070 -0.834  0.55
N: 2.857 -1.694 -0.980  -0.51
C: 2.842 -3.018 -1.005  0.09
C: 1.677 -3.764 -0.919  -0.37
C: 0.503 -3.026 -0.883  0.09
N: 0.483 -1.706 -0.855  -0.49
H: 6.521 3.482 -4.535  0.38
H: 5.918 4.938 -3.937  0.38
H: 5.761 1.335 -3.693  0.21
H: 4.454 0.140 -1.937  0.25
H: 3.095 3.862 -0.392  0.22
H: 4.314 5.074 -2.193  0.20
H: 3.811 -3.497 -1.116  0.19
H: 1.684 -4.844 -0.914  0.22
H: -0.468 -3.514 -0.876  0.19
C: -1.718 4.343 1.404  -0.81
S: -0.219 3.310 1.138  1.32
C: -0.118 3.725 -0.626  -0.82
O: -0.793 1.931 1.179  -1.05
H: -2.549 3.877 0.876  0.23
H: -1.546 5.361 1.057  0.22
H: -1.918 4.353 2.475  0.23
H: 0.179 4.769 -0.730  0.23
H: -1.091 3.544 -1.078  0.22
H: 0.631 3.068 -1.059  0.26

As for the energy: -68813.8217 eV. The orbital gap is 7.8 eV.